Computed, not measured: a structure of composition C8H12O4Yb, with wB97M-V/def2-TZVPD.

Its calculated total energy is -1770.95387 a.u. As for the spin multiplicity: 1. As for the total charge: +2.

CARTESIAN COORDINATES (ANGSTROEM)
O 0.57 3.37 0.72
C -0.15 2.45 0.96
O -0.06 1.83 2.27
C -1.18 1.91 -0.16
C -1.58 0.41 0.01
C -0.70 -0.38 -0.96
C 0.70 -0.56 -0.38
C 0.72 -1.49 0.86
O 1.70 -2.47 0.61
C 1.54 -2.71 -0.75
O 1.29 -3.76 -1.24
C 1.58 -1.32 -1.38
H 0.78 1.36 2.38
H -2.09 2.58 -0.16
H -0.68 2.10 -1.09
H -2.62 0.27 -0.22
H -1.44 0.06 1.03
H -1.12 -1.35 -1.14
H -0.64 0.14 -1.89
H 1.17 0.41 -0.25
H -0.22 -2.04 0.84
H 0.85 -1.02 1.82
H 2.59 -0.97 -1.46
H 1.18 -1.44 -2.38
Yb -2.16 2.61 1.95

Charges computed using natural (NBO), reported in e: atom 1 (O): -0.33, atom 2 (C): 0.57, atom 3 (O): -0.82, atom 4 (C): -0.53, atom 5 (C): -0.46, atom 6 (C): -0.39, atom 7 (C): -0.25, atom 8 (C): -0.08, atom 9 (O): -0.50, atom 10 (C): 0.79, atom 11 (O): -0.46, atom 12 (C): -0.52, atom 13 (H): 0.58, atom 14 (H): 0.17, atom 15 (H): 0.34, atom 16 (H): 0.26, atom 17 (H): 0.21, atom 18 (H): 0.26, atom 19 (H): 0.23, atom 20 (H): 0.19, atom 21 (H): 0.18, atom 22 (H): 0.18, atom 23 (H): 0.26, atom 24 (H): 0.25, atom 25 (Yb): 1.88


Computed, not measured: a structure of composition C26H38Cl2N6OY, with wB97M-V/def2-TZVPD.

Its calculated total energy is -2376.08768 a.u. As for the spin multiplicity: 1. As for the total charge: -1.

CARTESIAN COORDINATES (ANGSTROEM)
Y 13.78 10.67 7.42
C 17.20 11.42 8.05
N 16.51 10.48 7.15
C 16.88 9.11 7.53
N 18.32 8.91 7.44
C 18.97 9.85 8.35
N 18.65 11.25 8.00
C 19.07 11.48 6.62
N 18.42 10.56 5.69
C 16.99 10.74 5.81
C 18.77 9.19 6.07
H 16.88 11.20 9.08
H 16.93 12.43 7.83
H 16.34 8.39 6.89
H 16.50 8.92 8.54
H 20.04 9.73 8.33
H 18.61 9.67 9.36
H 20.15 11.35 6.56
H 18.82 12.51 6.36
H 16.50 10.05 5.10
H 16.73 11.78 5.57
H 19.84 9.04 5.99
H 18.28 8.51 5.40
C 13.90 15.12 6.96
C 14.87 13.93 6.94
O 14.44 12.74 7.47
H 14.45 16.04 6.71
H 13.52 15.23 7.98
H 13.05 15.02 6.29
H 15.78 14.28 7.48
H 15.16 13.77 5.87
H 11.94 11.45 5.36
C 11.43 8.17 5.01
C 12.02 6.85 5.50
C 13.36 6.54 4.87
C 12.03 6.73 6.99
C 10.99 5.98 7.51
C 10.79 5.84 8.86
C 11.75 6.36 9.72
C 12.80 7.11 9.24
C 13.87 7.48 10.23
C 15.17 6.79 9.91
C 14.15 8.95 10.51
C 12.89 7.52 7.84
N 13.70 8.51 7.42
H 11.27 8.12 3.93
H 12.07 9.02 5.25
H 10.46 8.31 5.51
H 11.32 6.09 5.13
H 14.14 7.15 5.35
H 13.36 6.78 3.79
H 13.67 5.50 4.98
H 10.27 5.49 6.84
H 9.92 5.33 9.25
H 11.70 6.12 10.77
H 13.48 7.05 11.17
H 15.52 7.10 8.93
H 15.03 5.71 9.88
H 15.94 7.02 10.64
H 14.66 9.39 9.64
H 14.82 9.02 11.36
H 13.26 9.54 10.76
Cl 11.14 10.41 9.09
C 10.03 10.85 7.74
C 8.71 10.53 7.94
C 7.75 10.78 6.94
C 8.17 11.50 5.82
C 9.50 11.85 5.63
Cl 10.13 12.67 4.15
C 10.54 11.45 6.56
N 11.88 11.56 6.27
H 8.44 10.09 8.89
H 6.72 10.47 7.05
H 7.39 11.75 5.11

Charges computed using Löwdin, reported in e: atom 1 (Y): 1.39, atom 2 (C): -0.17, atom 3 (N): -0.15, atom 4 (C): -0.20, atom 5 (N): -0.08, atom 6 (C): -0.16, atom 7 (N): -0.08, atom 8 (C): -0.18, atom 9 (N): -0.09, atom 10 (C): -0.19, atom 11 (C): -0.16, atom 12 (H): 0.13, atom 13 (H): 0.09, atom 14 (H): 0.12, atom 15 (H): 0.10, atom 16 (H): 0.12, atom 17 (H): 0.12, atom 18 (H): 0.12, atom 19 (H): 0.13, atom 20 (H): 0.14, atom 21 (H): 0.13, atom 22 (H): 0.12, atom 23 (H): 0.12, atom 24 (C): -0.10, atom 25 (C): -0.47, atom 26 (O): -0.45, atom 27 (H): 0.06, atom 28 (H): 0.07, atom 29 (H): 0.06, atom 30 (H): 0.09, atom 31 (H): 0.10, atom 32 (H): -0.08, atom 33 (C): -0.07, atom 34 (C): -0.41, atom 35 (C): -0.09, atom 36 (C): -0.18, atom 37 (C): -0.10, atom 38 (C): -0.15, atom 39 (C): -0.10, atom 40 (C): -0.19, atom 41 (C): -0.40, atom 42 (C): -0.07, atom 43 (C): -0.10, atom 44 (C): -0.36, atom 45 (N): -0.18, atom 46 (H): 0.07, atom 47 (H): 0.04, atom 48 (H): 0.08, atom 49 (H): 0.11, atom 50 (H): 0.04, atom 51 (H): 0.07, atom 52 (H): 0.07, atom 53 (H): 0.10, atom 54 (H): 0.07, atom 55 (H): 0.09, atom 56 (H): 0.12, atom 57 (H): 0.05, atom 58 (H): 0.08, atom 59 (H): 0.07, atom 60 (H): 0.02, atom 61 (H): 0.07, atom 62 (H): 0.05, atom 63 (Cl): 0.67, atom 64 (C): -0.53, atom 65 (C): -0.14, atom 66 (C): -0.11, atom 67 (C): -0.14, atom 68 (C): -0.54, atom 69 (Cl): 0.59, atom 70 (C): -0.41, atom 71 (N): -0.09, atom 72 (H): 0.09, atom 73 (H): 0.09, atom 74 (H): 0.10


Here are the calculated energy relative to the best compared isomer or geometry (same formula, charge and spin) numbers, same order: 0.442 0.000 (eV).
Here are the calculated highest occupied orbital energy numbers, same order: -15.650 -2.850 (eV).